ORCA calculation (ωB97M-V/def2-TZVPD) on the molecule C5H10OS at a distorted geometry.

Last column: Löwdin charge in e.
Cartesian coordinates (Å):
C: 1.6011 -2.8387 -0.9420  -0.26
S: 1.5237 -1.2797 -0.5507  0.87
O: 2.6959 -0.8417 0.2427  -0.44
C: 0.0211 -0.5678 0.0915  -0.25
C: -0.2671 0.8413 0.5963  -0.49
C: -0.3647 1.9287 -0.5017  -0.08
C: -1.6289 0.5139 1.3180  -0.08
H: 2.6048 -3.1233 -1.2195  0.03
H: 0.8396 -3.1179 -1.6213  0.00
H: -0.7175 -0.7122 -0.6873  0.06
H: 0.4297 1.1017 1.3600  0.11
H: -1.3132 1.9360 -1.0759  0.07
H: 0.4639 1.7641 -1.3018  0.10
H: -0.3291 2.9165 0.0451  0.09
H: -2.3831 0.5844 0.4860  0.09
H: -1.6724 1.4061 2.0263  0.10
H: -1.5037 -0.5114 1.7342  0.08

* net charge: 0
* frontier orbital gap (alpha / beta): 7.45 / 7.55 eV
* LUMO energy (alpha / beta): -0.7 / -0.7 eV